Record 1
A structure of composition C22H26As2NO2Pb at a distorted geometry, computed with ωB97M-V/def2-TZVPD.

XYZ file:
```
54
C22H26As2NO2Pb ωB97M-V/def2-TZVPD
Pb -1.07 -1.00 -0.60
C -0.59 -0.33 4.06
C -1.77 -0.83 4.60
C -2.73 -1.35 3.76
C -2.49 -1.41 2.40
N -1.33 -0.94 1.87
C -0.40 -0.48 2.69
C -3.52 -2.00 1.48
C -4.14 -3.19 1.82
C -5.13 -3.69 1.00
C -5.52 -3.00 -0.14
C -4.90 -1.84 -0.47
C -3.85 -1.30 0.29
H 0.22 0.04 4.69
H -2.00 -0.68 5.65
H -3.72 -1.67 4.12
H 0.49 -0.20 2.15
H -3.89 -3.74 2.74
H -5.59 -4.62 1.26
H -6.38 -3.31 -0.75
H -5.25 -1.31 -1.34
C 3.84 -2.00 -1.13
As 3.37 -0.29 -0.45
C 4.90 0.62 0.12
C 2.88 0.81 -2.01
C 3.90 0.91 -2.91
C 3.88 1.81 -3.96
C 2.80 2.65 -4.06
C 1.71 2.46 -3.18
C 1.74 1.61 -2.12
As 0.19 1.56 -0.94
C 0.91 2.28 0.65
C -0.90 3.05 -1.45
H 4.30 -2.62 -0.38
H 4.49 -1.76 -1.97
H 2.98 -2.46 -1.60
H 5.76 0.48 -0.56
H 5.15 0.23 1.10
H 4.67 1.66 0.16
H 4.79 0.29 -2.81
H 4.73 1.85 -4.61
H 2.72 3.37 -4.85
H 0.87 3.13 -3.37
H 1.33 3.30 0.49
H 1.71 1.70 1.07
H 0.11 2.32 1.38
H -0.31 3.95 -1.52
H -1.72 3.10 -0.74
H -1.39 2.87 -2.45
O 1.56 -0.75 0.05
O 2.57 -0.29 1.11
C -3.17 -0.06 -0.09
H -3.14 0.72 0.67
H -3.66 0.39 -0.95
```

Results
ΔE to the lowest compared entry with this formula, charge and spin: 0.0 kcal/mol
orbital gap: 7.64 eV
total charge: +1

***

Record 2
A structure of composition C22H26AsClN2PdS at a distorted geometry, computed with ωB97M-V/def2-TZVPD.

XYZ file:
```
54
C22H26AsClN2PdS ωB97M-V/def2-TZVPD
Pd 0.31 1.62 0.64
C -0.98 0.25 3.06
N -1.14 -0.36 1.75
C -2.00 -1.28 1.65
C -2.20 -2.14 0.49
C -2.61 -3.42 0.51
C -2.33 -4.01 -0.78
C -1.75 -3.09 -1.56
N -1.71 -1.87 -0.82
C 0.50 0.25 3.37
C 1.06 -0.82 4.05
C 2.44 -0.90 4.24
C 3.26 0.10 3.73
C 2.70 1.18 3.06
C 1.33 1.25 2.87
H -1.53 -0.30 3.84
H -1.36 1.27 3.02
H -2.61 -1.58 2.51
H -3.00 -3.93 1.37
H -2.51 -5.03 -1.07
H -1.39 -3.11 -2.58
H 0.42 -1.60 4.43
H 2.86 -1.74 4.77
H 4.33 0.04 3.87
H 3.33 1.97 2.68
H 0.92 2.20 2.46
C -0.34 5.62 -1.97
As -1.21 3.89 -2.24
C -3.06 4.56 -2.28
C -1.53 -0.61 -1.17
S -1.25 3.33 -0.06
H -0.18 6.12 -2.93
H 0.63 5.45 -1.50
H -0.94 6.26 -1.33
H -3.29 4.97 -3.26
H -3.20 5.32 -1.52
H -3.73 3.72 -2.08
H -0.59 -1.60 -4.79
H 0.89 0.33 -0.82
H -1.11 1.97 -0.35
Cl -0.69 -0.45 -2.79
C -0.22 -1.77 -3.77
C 0.83 -2.63 -3.49
C 1.51 -3.10 -2.41
C 1.51 -2.81 -0.97
C 1.64 -1.66 -0.28
C 1.79 -0.30 -0.83
C 2.95 0.19 -1.26
H 1.07 -3.16 -4.41
H 2.16 -3.94 -2.64
H 1.49 -3.71 -0.36
H 1.66 -1.73 0.80
H 3.04 1.23 -1.54
H 3.82 -0.44 -1.34
```

Results
ΔE to the lowest compared entry with this formula, charge and spin: 229.0 kcal/mol
orbital gap (spin up / spin down): 5.71 / 5.71 eV
total charge: 0

***

Record 3
A structure of composition C22H26AsN6O10PS2Ti, computed with ωB97M-V/def2-TZVPD.

XYZ file:
```
69
C22H26AsN6O10PS2Ti ωB97M-V/def2-TZVPD
Ti -0.40 0.00 -0.08
C -2.92 -3.10 1.91
C -2.13 -1.87 1.59
N -2.25 -1.24 0.46
N -2.98 -1.83 -0.49
C -3.81 -1.09 -1.23
N -4.13 -1.67 -2.41
S -4.50 0.39 -0.79
C -1.20 -1.30 2.56
C -1.04 -1.79 3.85
C -0.12 -1.19 4.69
C 0.64 -0.12 4.23
C 0.45 0.29 2.93
N -0.47 -0.26 2.13
H -3.21 -3.58 0.98
H -2.35 -3.80 2.52
H -3.83 -2.84 2.45
H -3.61 -2.46 -2.75
H -4.71 -1.15 -3.05
H -1.63 -2.63 4.19
H 0.01 -1.55 5.70
H 1.38 0.36 4.85
H 1.05 1.08 2.49
O 1.33 -1.79 -5.29
C 0.40 -2.64 -4.82
O -0.22 -3.36 -5.54
C 0.26 -2.61 -3.33
C 0.88 -3.44 -2.42
N 0.55 -2.99 -1.19
N -0.23 -1.92 -1.26
C -0.42 -1.68 -2.55
C -1.07 -0.37 -2.86
O -1.33 0.00 -3.97
O -1.27 0.32 -1.73
H 1.69 -1.25 -4.57
H 1.54 -4.28 -2.56
H 0.96 -3.26 -0.32
O 3.74 -1.07 1.52
As 2.97 -0.73 -0.04
O 3.35 -1.92 -1.09
O 1.33 -0.74 0.42
C 3.72 1.04 -0.26
C 5.00 1.24 0.25
C 5.64 2.46 0.07
C 5.00 3.49 -0.61
C 3.73 3.30 -1.12
C 3.10 2.08 -0.94
S 1.48 1.81 -1.57
O 1.09 2.92 -2.38
O 1.52 0.48 -2.16
O 0.66 1.74 -0.28
H 3.92 -2.01 1.58
H 5.50 0.44 0.79
H 6.63 2.60 0.46
H 5.50 4.44 -0.75
H 3.21 4.09 -1.66
C -2.37 3.03 -0.62
P -1.86 1.99 0.77
C -0.88 3.19 1.75
C -3.25 1.72 1.92
H -2.80 3.96 -0.26
H -3.08 2.50 -1.24
H -1.47 3.24 -1.21
H -1.52 4.03 2.00
H -0.03 3.54 1.17
H -0.52 2.74 2.68
H -2.93 1.97 2.93
H -3.59 0.69 1.87
H -4.09 2.35 1.64
```

Results
ΔE to the lowest compared entry with this formula, charge and spin: 34.8 kcal/mol
orbital gap: 6.23 eV
total charge: 0

***

Record 4
A structure of composition C22H26AuN2O3Te, computed with ωB97M-V/def2-TZVPD.

XYZ file:
```
55
C22H26AuN2O3Te ωB97M-V/def2-TZVPD
Au -0.75 -1.11 -0.17
C -4.68 0.12 -0.05
C -4.09 -0.75 1.06
C -5.10 -0.99 2.17
O -2.94 -0.06 1.59
C -3.67 -2.07 0.42
O -4.39 -3.03 0.44
O -2.51 -2.14 -0.22
H -4.92 1.11 0.34
H -5.59 -0.34 -0.42
H -3.99 0.22 -0.88
H -5.37 -0.04 2.63
H -4.69 -1.66 2.92
H -5.99 -1.46 1.77
H -2.84 -0.32 2.51
N 1.42 -0.80 -0.60
C 2.19 -2.02 -0.43
C 3.55 -2.01 -0.40
C 4.26 -3.23 -0.29
C 3.59 -4.42 -0.24
C 2.18 -4.44 -0.26
C 1.42 -5.64 -0.18
C 0.06 -5.58 -0.16
C -0.57 -4.32 -0.17
N 0.11 -3.20 -0.25
C 1.47 -3.23 -0.32
H 1.86 -0.02 -0.11
H 1.38 -0.54 -1.59
H 4.09 -1.08 -0.46
H 5.34 -3.21 -0.26
H 4.13 -5.35 -0.18
H 1.94 -6.59 -0.15
H -0.54 -6.47 -0.11
H -1.65 -4.21 -0.11
C 3.28 5.81 -0.29
C 2.24 4.73 -0.34
C 2.14 3.77 0.67
C 1.16 2.80 0.66
C 1.06 1.84 1.82
C 0.25 2.78 -0.41
Te -1.43 1.54 -0.33
C 0.33 3.71 -1.46
C -0.59 3.73 -2.65
C 1.34 4.67 -1.40
H 3.94 5.69 0.57
H 2.81 6.79 -0.23
H 3.89 5.80 -1.19
H 2.84 3.80 1.50
H 1.99 1.84 2.39
H 0.85 0.82 1.50
H 0.25 2.12 2.50
H -1.17 2.82 -2.76
H -0.01 3.86 -3.57
H -1.29 4.56 -2.58
H 1.42 5.39 -2.20
```

Results
multiplicity: 3
⟨S²⟩: 2.01
ΔE to the lowest compared entry with this formula, charge and spin: 8.7 kcal/mol
orbital gap (spin up / spin down): 7.43 / 6.23 eV
total charge: +1

***

no.,E (a.u.)
1,-5723.18861
2,-4185.11279
3,-6158.04721
4,-1592.63987